(1)
Formula: C4H12N3
Source: OMol25
Level of theory: ωB97M-V/def2-TZVPD

```
19
Properties=species:S:1:pos:R:3:forces:R:3:nbo_charge:R:1
N -0.62808 -1.96662 -1.12683 1.18 -1.25 -0.19 -0.6174
N -0.67978 0.18592 0.35983 3.24 4.70 -0.77 -0.4578
N 0.79912 0.81100 1.94461 -0.06 0.60 0.30 -0.7937
C -1.21652 0.13086 -0.88862 -3.41 -0.13 0.54 -0.3481
C 0.26148 1.08803 0.72528 -0.90 -4.44 -0.24 0.5191
C 0.25673 -2.47430 -0.24072 -1.99 -0.01 0.37 -0.2377
C 0.89597 1.96997 -0.21931 0.35 1.24 -0.61 -0.7211
H -1.52598 -2.46318 -1.19292 0.63 0.55 -0.23 0.4320
H 1.85555 2.26152 0.15519 0.50 0.36 0.36 0.2528
H 1.72230 1.14395 2.08293 0.75 0.52 0.23 0.4012
H -2.29772 0.16225 -0.65241 0.10 -0.57 -1.25 0.1962
H -0.18191 -1.72328 -1.99280 -0.56 0.11 -0.45 0.4189
H -0.16769 -2.99437 0.58489 -0.22 -0.42 0.49 0.1842
H -0.92794 -0.47997 1.02208 -0.54 -1.41 1.44 0.4168
H 0.29646 2.86413 -0.32668 -0.23 0.53 0.12 0.2789
H 1.06741 1.66708 -1.23803 -0.24 -0.82 -0.27 0.2622
H 1.22557 -2.10148 -0.10378 1.22 0.50 -0.49 0.1957
H 0.21109 1.03599 2.71821 -0.38 -0.22 0.74 0.4108
H -0.96605 0.88248 -1.61089 0.58 0.17 -0.10 0.2068
```
Forces are in eV/Å.

Summary:
net charge: +1
orbital gap (spin up / spin down): 7.3 / 7.0 eV
LUMO (spin up / spin down): -0.143 / -0.150 Ha
M: 102.161 g mol⁻¹
relative energy (zero: lowest compared OMol25 entry of this formula, charge and spin): 480.1 kJ/mol

(2)
Formula: C4H12N3
Source: OMol25
Level of theory: ωB97M-V/def2-TZVPD

```
19
Properties=species:S:1:pos:R:3:forces:R:3:nbo_charge:R:1
N 1.23507 -0.85347 -0.84035 1.16 1.74 1.05 -0.7630
N 2.79721 1.03179 0.00288 0.44 -0.33 0.40 -0.7369
N 1.52416 0.92875 0.75470 1.11 -1.51 -6.14 -0.4523
C -2.74578 -1.03350 -0.17886 1.08 -1.63 -0.45 -0.4873
C 1.04368 -0.36899 0.63208 -0.74 1.51 -3.50 0.1793
C -1.97802 -0.23844 0.79520 -0.47 0.72 -1.06 -0.1049
C -2.93761 0.48349 -0.16920 -0.01 -1.46 1.66 -0.4710
H 1.31883 -1.09375 1.27390 0.52 -2.51 2.36 0.1666
H 3.54496 0.70167 0.59493 0.20 -0.05 0.15 0.3715
H 3.17101 1.85522 -0.51501 -1.69 -0.13 1.03 0.4150
H 2.15184 -0.33564 -1.12349 -1.10 -0.60 0.55 0.4672
H 1.48502 1.25865 1.62765 0.23 1.82 4.03 0.3898
H -2.12700 -1.54724 -0.97680 -0.60 1.12 0.52 0.2075
H 0.49488 -0.42636 -1.36490 -0.64 0.16 -0.55 0.4366
H -3.48777 -1.80038 0.09263 0.00 0.82 0.30 0.2414
H -1.95404 -0.15373 1.87794 -0.03 -0.20 -0.31 0.2082
H -2.63040 1.03216 -1.06534 -0.26 0.07 0.65 0.2394
H 1.28442 -1.84511 -1.07334 -0.11 0.01 0.63 0.4476
H -3.84735 0.72792 0.45105 0.91 0.46 -1.31 0.2451
```
Forces are in eV/Å.

Summary:
net charge: +1
orbital gap (spin up / spin down): 7.3 / 9.7 eV
LUMO (spin up / spin down): -0.166 / -0.121 Ha
M: 102.161 g mol⁻¹
relative energy (zero: lowest compared OMol25 entry of this formula, charge and spin): 792.1 kJ/mol

(3)
Formula: C4H12N3
Source: OMol25
Level of theory: ωB97M-V/def2-TZVPD

```
19
Properties=species:S:1:pos:R:3:forces:R:3:nbo_charge:R:1
N -0.25054 0.52949 0.44909 2.42 -0.97 -0.10 -0.5757
N 2.41348 0.69357 0.60334 1.18 -0.15 0.73 -0.4414
N 1.94253 0.87215 -0.77292 -0.52 0.50 -0.51 -0.4613
C -2.67501 0.45400 0.04850 0.08 0.00 -0.14 -0.6272
C 1.39727 -1.56396 0.00563 0.07 -0.23 -0.07 -0.6874
C 1.41433 -0.09029 0.09213 -2.50 1.05 -0.10 0.4846
C -1.30330 0.03210 -0.45494 -0.54 -0.17 -0.24 -0.2332
H -1.24709 -1.05845 -0.49431 0.13 0.16 0.01 0.2186
H 2.62588 0.55073 -1.45837 0.09 -0.24 0.37 0.3869
H 2.22822 1.48779 1.20867 -0.34 0.05 -0.23 0.3854
H -0.16620 1.54545 0.36732 0.07 -0.16 0.10 0.4280
H -3.43339 0.09656 -0.64379 -0.05 -0.01 -0.01 0.2535
H -1.11051 0.43582 -1.45120 0.11 -0.08 0.12 0.2298
H -0.45574 0.27119 1.41761 -0.02 0.17 -0.13 0.4164
H 2.43493 -1.89734 -0.04793 -0.02 0.05 0.01 0.2807
H 0.88290 -1.90333 -0.89100 -0.05 0.01 0.02 0.2485
H 0.94939 -2.01565 0.88672 -0.05 -0.03 0.08 0.2501
H -2.88363 0.02267 1.02581 -0.03 -0.01 0.08 0.2199
H -2.76350 1.53751 0.10962 -0.01 0.05 0.01 0.2236
```
Forces are in eV/Å.

Summary:
net charge: +1
orbital gap: 11.5 eV
LUMO: -0.111 Ha
SMILES string: CC[NH2+]C1(C)NN1
M: 102.161 g mol⁻¹
relative energy (zero: lowest compared OMol25 entry of this formula, charge and spin): 338.2 kJ/mol

(4)
Formula: C4H12N3O2P
Source: OMol25
Level of theory: ωB97M-V/def2-TZVPD

```
22
Properties=species:S:1:pos:R:3:forces:R:3:nbo_charge:R:1
P -1.06073 0.65656 0.00569 -2.14 -3.57 -0.66 1.9400
O 1.54343 0.30692 -1.19203 -0.02 0.28 -1.71 -0.6267
O 2.72026 0.30049 0.72334 0.15 -0.55 0.39 -0.5220
N 0.50698 0.76245 0.77783 0.20 0.17 -0.58 -0.9579
N -2.07614 1.05459 1.24487 -0.54 0.22 -0.58 -1.1913
N -0.97615 1.98330 -0.99534 -0.49 0.53 -0.66 -1.1698
C 3.93553 -0.02598 0.05803 0.05 -2.39 -2.91 -0.2743
C 1.59529 0.46591 -0.01597 0.25 -0.45 1.06 0.9012
C -1.85143 -0.82617 -0.66384 2.03 3.23 -0.61 -0.9143
C -2.31186 -2.08960 0.02193 0.62 2.11 2.63 -0.6201
H 0.62885 0.35292 1.68046 -0.24 0.03 0.75 0.4139
H 4.32674 0.82737 -0.41546 0.79 1.40 0.03 0.1890
H -3.08806 -2.59208 -0.46322 -1.67 -0.31 -0.76 0.2086
H -2.97107 0.63270 0.99961 0.23 0.11 0.47 0.4197
H -1.82109 2.29845 -1.46549 -0.74 -0.35 1.12 0.4100
H 3.92789 -0.74005 -0.88708 -1.27 1.12 1.76 0.1958
H 4.66344 -0.59350 0.62870 -0.34 0.65 1.05 0.2051
H -2.53096 -1.96573 1.13632 -0.30 0.19 -1.39 0.1867
H -0.43712 1.93747 -1.82744 1.72 -0.63 -0.31 0.4122
H -1.83992 1.01030 2.20488 0.31 0.14 0.76 0.4002
H -1.32635 -0.96454 -1.63026 -0.60 -0.23 0.25 0.2058
H -1.55750 -2.79180 0.07448 1.98 -1.71 -0.08 0.1884
```
Forces are in eV/Å.

Summary:
orbital gap: 7.6 eV
LUMO: 0.027 Ha
SMILES string: CC=P(N)(N)NC(=O)OC
M: 165.133 g mol⁻¹
relative energy (zero: lowest compared OMol25 entry of this formula, charge and spin): 214.8 kJ/mol

(5)
Formula: C4H12N3S
Source: OMol25
Level of theory: ωB97M-V/def2-TZVPD

```
20
Properties=species:S:1:pos:R:3:forces:R:3:nbo_charge:R:1
S 2.61274 0.39696 -1.18404 0.50 0.34 0.05 0.1524
N 0.16939 -0.05297 -0.09581 3.67 2.25 0.04 -0.2524
N 1.47283 1.78092 0.76435 0.01 -0.07 0.04 -0.7359
N 0.16419 -1.07741 -1.03030 -0.38 -0.08 -0.27 -0.4481
C -0.94584 0.21120 0.79239 -0.55 0.22 0.07 -0.2427
C -1.83837 1.35053 0.30148 0.08 -0.22 0.11 -0.6219
C 1.37316 0.77451 -0.07729 -3.44 -2.47 -0.38 0.3435
C 0.23119 -2.42380 -0.47075 -0.04 -0.18 0.25 -0.4315
H -1.29169 2.28552 0.21295 0.03 0.12 -0.02 0.2073
H 2.31382 2.33962 0.77759 -0.07 -0.02 0.04 0.4403
H -2.26778 1.11463 -0.66853 -0.03 0.00 -0.10 0.2237
H 1.85265 -0.60451 -1.69854 -0.13 -0.01 0.02 0.2182
H -0.62351 -0.98290 -1.67054 0.17 0.19 0.15 0.3851
H -2.65344 1.49117 1.00528 -0.10 0.08 0.05 0.2417
H -1.53209 -0.70892 0.84611 0.17 0.04 0.10 0.2362
H -0.66923 -2.71939 0.07644 0.05 0.05 -0.01 0.1974
H 0.74077 2.01450 1.41818 0.04 -0.04 -0.08 0.4320
H 0.37608 -3.11460 -1.29842 0.00 -0.04 0.01 0.2326
H -0.57366 0.41193 1.80144 0.00 -0.13 -0.02 0.2063
H 1.08879 -2.48696 0.19802 0.01 -0.02 -0.05 0.2158
```
Forces are in eV/Å.

Summary:
net charge: +1
orbital gap: 10.6 eV
LUMO: -0.123 Ha
M: 134.228 g mol⁻¹
relative energy (zero: lowest compared OMol25 entry of this formula, charge and spin): 92.7 kJ/mol

Among the records above, which one has the lowest relative energy (zero: lowest compared OMol25 entry of this formula, charge and spin)?
C4H12N3S

What did the fifth record say?
Formula: C4H12N3S
Source: OMol25
Level of theory: ωB97M-V/def2-TZVPD

```
20
Properties=species:S:1:pos:R:3:forces:R:3:nbo_charge:R:1
S 2.61274 0.39696 -1.18404 0.50 0.34 0.05 0.1524
N 0.16939 -0.05297 -0.09581 3.67 2.25 0.04 -0.2524
N 1.47283 1.78092 0.76435 0.01 -0.07 0.04 -0.7359
N 0.16419 -1.07741 -1.03030 -0.38 -0.08 -0.27 -0.4481
C -0.94584 0.21120 0.79239 -0.55 0.22 0.07 -0.2427
C -1.83837 1.35053 0.30148 0.08 -0.22 0.11 -0.6219
C 1.37316 0.77451 -0.07729 -3.44 -2.47 -0.38 0.3435
C 0.23119 -2.42380 -0.47075 -0.04 -0.18 0.25 -0.4315
H -1.29169 2.28552 0.21295 0.03 0.12 -0.02 0.2073
H 2.31382 2.33962 0.77759 -0.07 -0.02 0.04 0.4403
H -2.26778 1.11463 -0.66853 -0.03 0.00 -0.10 0.2237
H 1.85265 -0.60451 -1.69854 -0.13 -0.01 0.02 0.2182
H -0.62351 -0.98290 -1.67054 0.17 0.19 0.15 0.3851
H -2.65344 1.49117 1.00528 -0.10 0.08 0.05 0.2417
H -1.53209 -0.70892 0.84611 0.17 0.04 0.10 0.2362
H -0.66923 -2.71939 0.07644 0.05 0.05 -0.01 0.1974
H 0.74077 2.01450 1.41818 0.04 -0.04 -0.08 0.4320
H 0.37608 -3.11460 -1.29842 0.00 -0.04 0.01 0.2326
H -0.57366 0.41193 1.80144 0.00 -0.13 -0.02 0.2063
H 1.08879 -2.48696 0.19802 0.01 -0.02 -0.05 0.2158
```
Forces are in eV/Å.

Summary:
net charge: +1
orbital gap: 10.6 eV
LUMO: -0.123 Ha
M: 134.228 g mol⁻¹
relative energy (zero: lowest compared OMol25 entry of this formula, charge and spin): 92.7 kJ/mol

Copy entry 3 word for word.
Formula: C4H12N3
Source: OMol25
Level of theory: ωB97M-V/def2-TZVPD

```
19
Properties=species:S:1:pos:R:3:forces:R:3:nbo_charge:R:1
N -0.25054 0.52949 0.44909 2.42 -0.97 -0.10 -0.5757
N 2.41348 0.69357 0.60334 1.18 -0.15 0.73 -0.4414
N 1.94253 0.87215 -0.77292 -0.52 0.50 -0.51 -0.4613
C -2.67501 0.45400 0.04850 0.08 0.00 -0.14 -0.6272
C 1.39727 -1.56396 0.00563 0.07 -0.23 -0.07 -0.6874
C 1.41433 -0.09029 0.09213 -2.50 1.05 -0.10 0.4846
C -1.30330 0.03210 -0.45494 -0.54 -0.17 -0.24 -0.2332
H -1.24709 -1.05845 -0.49431 0.13 0.16 0.01 0.2186
H 2.62588 0.55073 -1.45837 0.09 -0.24 0.37 0.3869
H 2.22822 1.48779 1.20867 -0.34 0.05 -0.23 0.3854
H -0.16620 1.54545 0.36732 0.07 -0.16 0.10 0.4280
H -3.43339 0.09656 -0.64379 -0.05 -0.01 -0.01 0.2535
H -1.11051 0.43582 -1.45120 0.11 -0.08 0.12 0.2298
H -0.45574 0.27119 1.41761 -0.02 0.17 -0.13 0.4164
H 2.43493 -1.89734 -0.04793 -0.02 0.05 0.01 0.2807
H 0.88290 -1.90333 -0.89100 -0.05 0.01 0.02 0.2485
H 0.94939 -2.01565 0.88672 -0.05 -0.03 0.08 0.2501
H -2.88363 0.02267 1.02581 -0.03 -0.01 0.08 0.2199
H -2.76350 1.53751 0.10962 -0.01 0.05 0.01 0.2236
```
Forces are in eV/Å.

Summary:
net charge: +1
orbital gap: 11.5 eV
LUMO: -0.111 Ha
SMILES string: CC[NH2+]C1(C)NN1
M: 102.161 g mol⁻¹
relative energy (zero: lowest compared OMol25 entry of this formula, charge and spin): 338.2 kJ/mol